1.
The following is a quantum chemistry calculation of a 2-piece molecular cluster, C5H16N2O overall in a non-equilibrium geometry, from OMol25.

Atoms and positions in Å:
C -2.711 -0.697 -0.543
N -1.413 -0.578 0.113
C -0.310 -0.691 -0.857
C 1.026 -0.459 -0.106
C 2.075 -1.197 -0.944
N 1.180 1.001 -0.013
C 2.098 1.410 1.038
H -2.764 -1.572 -1.223
H -3.538 -0.657 0.166
H -2.846 0.186 -1.188
H -1.364 -1.290 0.830
H -0.401 0.158 -1.534
H -0.310 -1.658 -1.366
H 0.976 -0.904 0.907
H 3.087 -1.098 -0.559
H 1.943 -2.277 -0.822
H 2.012 -0.895 -1.986
H 0.226 1.278 0.179
H 3.112 1.041 0.873
H 1.816 0.953 2.004
H 2.082 2.496 1.092
O -2.111 2.122 1.089
H -1.882 1.213 0.804
H -1.984 2.114 2.044

Force components x, y, z for each atom (eV/Å):
C -0.04 0.46 -0.90
N -0.53 0.10 -0.30
C 0.12 0.22 1.86
C -0.22 -0.35 -1.07
C 0.48 -0.11 1.02
N 0.30 -1.20 -0.37
C -0.52 -0.38 0.33
H -0.20 0.15 0.48
H 0.15 -0.32 0.04
H 0.03 -0.19 0.11
H 0.36 -0.10 -0.03
H -0.10 -0.28 -0.45
H -0.07 0.09 -0.20
H -0.03 -0.04 -0.18
H 0.22 0.63 -0.14
H -0.47 0.04 -0.37
H 0.14 -0.06 -0.08
H 0.16 0.84 0.35
H -0.02 0.22 -0.44
H -0.06 0.38 0.08
H 0.22 -0.02 0.22
O 0.08 -0.22 -0.03
H 0.03 0.12 0.14
H -0.01 0.03 -0.07

Calculated values
Largest force on an atom in eV Å⁻¹: 1.87
HOMO level in hartree: -0.3259
LUMO level in eV: 0.93
SMILES: CNC[C@@H](C)NC.O
ΔE to the lowest compared entry with this formula, charge and spin in kcal/mol: 17.4
Electronic energy in Eh: -384.83028

=====

2.
The following is a quantum chemistry calculation of a 2-piece molecular cluster, C7H16OSi2 overall in a non-equilibrium geometry, from OMol25.

Atoms and positions in Å:
C 0.968 -0.229 -4.498
C 0.888 2.420 -1.622
C 1.502 -0.972 -3.600
C 0.607 1.117 -1.457
C 0.478 -1.593 2.069
C -0.592 1.180 2.371
C -2.689 -1.020 2.559
O -1.201 -0.495 0.037
Si 1.567 -0.409 -1.722
Si -1.036 -0.521 1.609
H 0.989 -0.422 -5.541
H 0.683 0.780 -4.233
H 0.171 3.118 -1.221
H 1.811 2.803 -2.053
H 2.013 -1.883 -3.770
H -0.273 1.002 -0.806
H 0.643 -1.347 3.181
H 0.491 -2.720 1.799
H 1.261 -1.011 1.684
H 0.408 1.130 2.744
H -0.730 2.100 1.673
H -1.236 1.307 3.315
H -2.402 -1.424 3.597
H -3.282 -0.203 2.421
H -3.169 -1.800 1.980
H 2.131 -0.906 -0.514

Force components x, y, z for each atom (eV/Å):
C -0.43 2.76 -1.06
C 0.48 -0.78 -0.16
C 1.81 -1.50 4.60
C 0.49 1.38 0.45
C -1.42 -1.00 2.21
C -1.73 1.00 0.20
C 3.66 -2.85 0.17
O 0.59 0.03 -1.24
Si -2.88 1.29 -1.97
Si -0.79 -0.43 0.67
H -0.13 -0.54 -0.76
H -0.66 0.03 0.04
H 0.07 0.36 -0.09
H -0.21 0.06 -0.12
H 0.10 -0.97 -0.58
H -0.21 -1.08 -0.25
H -0.31 -1.14 -1.12
H 0.13 2.05 0.58
H 1.51 0.38 -1.23
H 0.94 0.31 0.10
H 0.22 -1.59 1.24
H 0.76 0.10 -1.39
H -0.96 1.06 -1.32
H -1.78 2.45 0.64
H 0.01 -0.51 0.02
H 0.74 -0.87 0.35

Calculated values
Largest force on an atom in eV Å⁻¹: 5.17
HOMO level (alpha / beta) in hartree: -0.2805 / -0.2805
LUMO level (alpha / beta) in eV: -2.34 / -2.34
ΔE to the lowest compared entry with this formula, charge and spin in kcal/mol: 22.6
Electronic energy in Eh: -930.37167

=====

3.
The following is a quantum chemistry calculation of a 2-piece molecular cluster, C8H13FN2O5PS overall in a non-equilibrium geometry, from OMol25.

Atoms and positions in Å:
N 3.266 -3.593 2.367
P 2.298 -3.070 1.314
O 1.032 -3.931 0.962
O 2.877 -2.814 -0.115
S 1.467 -1.174 2.070
C 0.254 -0.509 0.851
O -0.747 -1.465 0.753
O -2.008 -0.788 0.795
C 2.753 0.102 2.037
C 3.689 0.020 0.858
O 4.609 -0.695 0.763
F 3.311 0.877 -0.099
H 3.408 -3.020 3.189
H 0.648 -4.298 1.777
H 2.227 -2.815 -0.836
H -0.113 0.420 1.285
H 0.754 -0.300 -0.094
H -2.332 -0.949 1.697
H 3.312 0.018 2.963
H 2.204 1.040 2.031
N -3.440 3.573 -3.272
C -2.229 3.585 -2.727
C -1.790 2.631 -1.820
C -2.658 1.613 -1.460
C -3.924 1.589 -2.020
C -4.264 2.590 -2.919
H -1.581 4.399 -3.033
H -0.789 2.693 -1.410
H -2.357 0.850 -0.755
H -4.636 0.814 -1.770
H -5.244 2.607 -3.382

Force components x, y, z for each atom (eV/Å):
N -0.74 0.87 -0.17
P 1.51 -1.48 0.01
O -0.39 0.47 0.47
O -0.37 0.53 -0.17
S -0.63 0.35 0.26
C 0.10 0.26 -0.11
O -0.31 -0.13 0.13
O 0.15 0.06 0.02
C -0.05 0.12 -0.05
C -0.13 0.03 0.05
O 0.39 -0.11 -0.09
F -0.04 0.00 -0.15
H 0.36 -0.34 0.16
H -0.12 -0.26 -0.26
H 0.14 -0.19 -0.11
H -0.03 0.07 0.05
H 0.07 -0.10 -0.12
H 0.10 -0.20 -0.02
H 0.06 -0.13 0.08
H -0.05 0.09 0.11
N -0.01 0.00 -0.01
C 0.05 0.05 -0.02
C -0.02 -0.03 0.02
C 0.04 0.06 -0.03
C 0.01 0.01 0.00
C -0.05 0.01 -0.03
H 0.03 -0.01 0.02
H 0.01 0.03 -0.01
H -0.04 0.01 -0.03
H -0.02 0.00 -0.01
H -0.02 -0.03 0.02

Calculated values
Largest force on an atom in eV Å⁻¹: 2.11
HOMO level in hartree: -0.4325
LUMO level in eV: -4.20
ΔE to the lowest compared entry with this formula, charge and spin in kcal/mol: 26.8
Net charge: +1
Electronic energy in Eh: -1637.41475

=====

4.
The following is a quantum chemistry calculation of one molecule with the formula C4H5Cl3 in a non-equilibrium geometry, from OMol25.

Atoms and positions in Å:
C 0.025 1.315 -0.384
C -0.303 -0.146 -0.013
C -1.533 -0.644 0.177
Cl -1.751 -2.084 0.744
C 1.087 -0.789 0.214
Cl 1.417 -2.335 -0.810
Cl 1.382 -0.932 1.987
H 0.855 1.803 0.304
H 0.502 1.443 -1.312
H -0.849 2.142 -0.738
H -2.470 0.056 -0.082
H 1.639 0.172 -0.087

Force components x, y, z for each atom (eV/Å):
C -1.67 3.01 0.22
C 0.41 1.31 -0.32
C -0.01 6.59 -2.52
Cl -1.26 -5.14 1.85
C -0.84 1.41 -0.50
Cl -0.20 1.93 1.35
Cl 0.10 -0.49 -0.73
H -2.24 -0.79 -0.69
H 1.11 -0.90 -1.57
H 1.68 -2.38 2.08
H 2.19 -1.75 0.75
H 0.73 -2.79 0.09

Calculated values
Largest force on an atom in eV Å⁻¹: 7.06
HOMO level in hartree: -0.3409
LUMO level in eV: 0.66
SMILES: C/C(=C/Cl)C(Cl)Cl
ΔE to the lowest compared entry with this formula, charge and spin in kcal/mol: 51.5
Electronic energy in Eh: -1535.89062

=====

5.
The following is a quantum chemistry calculation of one molecule with the formula C3H6ClF in a non-equilibrium geometry, from OMol25.

Atoms and positions in Å:
C 0.253 1.263 -0.177
C -0.546 0.000 0.009
C 0.169 -1.188 0.222
F -0.884 -2.120 0.405
Cl 1.059 -1.481 -1.252
H -0.069 2.196 -0.201
H 0.905 1.598 0.720
H 0.941 1.039 -1.036
H -1.183 0.215 0.880
H -1.473 -0.575 -0.689
H 0.828 -0.948 1.120

Force components x, y, z for each atom (eV/Å):
C 4.32 -3.38 -0.33
C -6.05 2.29 -0.44
C 0.63 -0.80 1.71
F 2.04 -0.50 0.47
Cl 0.71 -1.17 -0.12
H -3.22 3.80 -1.36
H -0.34 -1.95 -0.71
H -0.35 0.95 0.77
H 0.20 -0.51 0.25
H 2.47 3.09 0.67
H -0.42 -1.81 -0.91

Calculated values
Largest force on an atom in eV Å⁻¹: 6.48
HOMO level in hartree: -0.4065
LUMO level in eV: 0.95
SMILES: CC[C@@H](F)Cl
ΔE to the lowest compared entry with this formula, charge and spin in kcal/mol: 51.0
Electronic energy in Eh: -677.87599

=====

6.
The following is a quantum chemistry calculation of a 9-piece molecular cluster, C9H23Cl8N5O10 overall in a non-equilibrium geometry, from OMol25.

Atoms and positions in Å:
C 13.041 18.561 21.206
N 12.632 19.190 19.908
O 11.748 20.022 19.949
O 13.216 18.837 18.911
H 14.044 18.944 21.371
H 12.913 17.491 21.077
H 12.378 18.906 21.991
C 17.761 15.816 18.242
N 17.045 15.589 16.960
O 17.422 14.662 16.281
O 16.135 16.335 16.666
H 17.755 14.856 18.747
H 17.277 16.625 18.776
H 18.774 16.112 17.978
C 17.707 19.904 21.318
N 16.704 19.480 20.293
O 16.611 18.305 20.033
O 15.989 20.348 19.838
H 17.259 19.622 22.263
H 17.940 20.950 21.157
H 18.640 19.376 21.126
C 18.368 19.246 14.514
N 19.362 18.260 13.991
O 18.980 17.483 13.156
O 20.485 18.300 14.447
H 18.861 19.843 15.276
H 17.612 18.656 15.021
H 18.106 19.851 13.655
C 15.231 19.553 16.620
N 15.762 20.826 16.067
O 15.154 21.346 15.169
O 16.811 21.214 16.531
H 16.086 18.879 16.567
H 14.375 19.178 16.076
H 15.050 19.636 17.686
Cl 15.450 25.040 16.160
C 14.166 24.655 15.055
Cl 14.513 25.085 13.376
H 13.957 23.593 15.102
H 13.273 25.200 15.347
Cl 15.207 21.451 10.235
C 15.517 21.179 11.976
Cl 15.360 19.457 12.419
H 16.551 21.435 12.158
H 14.797 21.783 12.509
Cl 12.853 22.360 17.329
C 13.949 22.613 18.708
Cl 13.675 24.209 19.434
H 13.817 21.843 19.457
H 14.951 22.532 18.297
Cl 13.048 17.239 14.628
C 12.312 16.926 13.044
Cl 10.729 17.728 12.935
H 12.943 17.351 12.271
H 12.156 15.875 12.834

Force components x, y, z for each atom (eV/Å):
C -0.43 0.36 -0.21
N -0.55 0.22 0.48
O 0.13 -0.02 -0.08
O 0.14 -0.15 -0.13
H 0.18 -0.56 0.07
H 0.58 -0.05 0.01
H -0.08 0.17 -0.12
C 0.09 0.21 -0.17
N -0.03 -0.08 -0.18
O 0.09 -0.13 -0.02
O -0.11 0.29 0.02
H 0.09 0.10 0.21
H -0.13 -0.25 0.05
H 0.06 -0.19 0.00
C 0.62 -0.16 -0.76
N 0.00 0.57 0.21
O 0.10 -0.39 -0.03
O -0.10 0.11 -0.07
H 0.19 0.27 0.23
H -0.55 0.16 0.37
H -0.27 -0.42 0.15
C 0.87 -0.03 0.53
N 0.16 0.22 0.46
O -0.27 -0.32 -0.44
O 0.29 0.01 0.12
H 0.15 0.08 -0.19
H -0.48 0.12 -0.63
H -0.66 -0.11 0.14
C 0.74 -0.58 0.35
N -0.52 -0.94 0.30
O -0.19 0.59 -0.53
O 0.42 0.42 0.17
H -0.23 -0.20 -0.21
H -0.01 0.30 -0.15
H -0.23 0.46 -0.03
Cl 0.48 0.08 0.30
C -0.89 -0.21 -0.20
Cl 0.15 -0.01 -0.14
H 0.21 -0.01 -0.05
H 0.10 0.07 0.03
Cl 0.07 -0.11 0.31
C 0.00 -0.38 -0.67
Cl -0.15 0.29 -0.04
H -0.06 0.28 0.14
H 0.09 -0.09 0.29
Cl -0.07 -0.20 0.33
C 0.07 0.12 -0.42
Cl 0.20 -0.31 0.01
H -0.35 0.02 0.00
H 0.09 0.36 0.16
Cl -0.01 -0.41 -0.29
C -0.19 0.47 -0.25
Cl 0.03 -0.08 -0.07
H 0.08 0.11 0.14
H 0.11 -0.10 0.47

Calculated values
Largest force on an atom in eV Å⁻¹: 1.12
HOMO level in hartree: -0.3889
LUMO level in eV: -0.83
SMILES: C[N+](=O)[O-].C[N+](=O)[O-].C[N+](=O)[O-].C[N+](=O)[O-].C[N+](=O)[O-].ClCCl.ClCCl.ClCCl.ClCCl
ΔE to the lowest compared entry with this formula, charge and spin in kcal/mol: 0.0
Electronic energy in Eh: -5063.94088

=====

7.
The following is a quantum chemistry calculation of C9H13ClNOP as an isolated structure in a non-equilibrium geometry, from OMol25.

Atoms and positions in Å:
C -3.648 -0.788 -0.049
C -2.988 -0.749 -1.242
C -2.891 -0.574 1.078
C -1.609 -0.526 -1.379
C -1.574 -0.276 1.052
C -0.933 -0.219 -0.162
C 2.915 1.485 0.279
C 1.146 1.944 -1.374
C 1.021 -0.127 0.044
N 1.547 1.197 -0.215
O 1.370 -0.633 1.283
P 1.275 -2.266 1.488
Cl 1.532 -1.467 -1.123
H -4.696 -0.974 -0.034
H -3.666 -1.025 -2.047
H -3.269 -0.718 2.049
H -1.151 -0.561 -2.396
H -1.192 -0.092 2.038
H 3.107 2.496 0.030
H 3.033 1.246 1.293
H 3.590 0.763 -0.207
H 1.023 3.058 -1.059
H 1.847 1.775 -2.213
H 0.156 1.575 -1.770
H 2.752 -2.514 1.710
H 1.307 -2.030 2.923

Force components x, y, z for each atom (eV/Å):
C 0.85 0.34 0.63
C -0.17 -0.47 -1.43
C -1.49 -0.45 0.30
C 0.15 0.52 0.86
C 0.65 0.42 -0.28
C 3.82 -0.34 -0.97
C -0.96 -2.09 -1.81
C -1.28 0.60 -0.35
C -3.11 1.33 -0.83
N -0.57 -2.11 1.99
O -0.23 2.18 -1.04
P 1.69 -0.96 2.36
Cl 0.48 0.28 -1.25
H -0.56 -0.24 0.20
H 0.73 0.29 -0.64
H -1.00 0.05 1.02
H -0.15 0.02 1.22
H 1.09 0.07 -0.09
H 0.54 0.86 -0.05
H -0.25 0.19 1.60
H 0.32 0.60 -0.33
H 0.38 -1.84 -0.90
H -0.04 0.54 0.26
H 0.92 0.47 0.72
H -1.32 0.08 -0.75
H -0.50 -0.35 -0.44

Calculated values
Largest force on an atom in eV Å⁻¹: 3.96
HOMO level in hartree: -0.3222
LUMO level in eV: 0.81
ΔE to the lowest compared entry with this formula, charge and spin in kcal/mol: 47.1
Electronic energy in Eh: -1282.17347

=====

8.
The following is a quantum chemistry calculation of C20H28N3O5PTa as an isolated structure, from OMol25.

Atoms and positions in Å:
Ta 0.472 -0.130 0.231
O -2.464 -0.515 2.950
C -1.921 -0.454 1.902
N -0.644 0.216 1.724
C -0.290 1.355 2.590
C 0.344 2.381 1.664
C 0.788 3.613 2.093
C 1.361 4.477 1.167
C 1.510 4.070 -0.159
C 1.114 2.807 -0.513
N 0.518 1.971 0.378
C -2.399 -0.987 0.586
C -3.659 -1.506 0.427
C -4.070 -1.869 -0.859
C -3.203 -1.677 -1.924
C -1.936 -1.177 -1.683
N -1.513 -0.841 -0.446
H 0.402 1.046 3.377
H -1.195 1.736 3.071
H 0.666 3.899 3.130
H 1.696 5.459 1.474
H 1.951 4.722 -0.900
H 1.260 2.431 -1.520
H -4.309 -1.596 1.287
H -5.061 -2.273 -1.021
H -3.496 -1.911 -2.939
H -1.246 -1.020 -2.504
C 2.515 -4.105 1.923
C 1.542 -2.998 2.235
C 1.990 -2.069 3.331
C 0.115 -3.461 2.340
O 1.510 -2.105 0.860
P 2.801 -1.296 0.278
O 4.162 -1.698 0.475
O 2.254 0.135 0.847
O 2.086 -1.029 -1.170
C 2.332 -2.032 -2.480
C 3.713 -2.616 -2.346
C 2.197 -1.053 -3.612
C 1.242 -3.067 -2.383
H 2.511 -4.788 2.776
H 3.533 -3.742 1.800
H 2.208 -4.677 1.048
H 2.060 -2.657 4.249
H 1.267 -1.272 3.515
H 2.981 -1.653 3.147
H 0.024 -4.083 3.231
H -0.177 -4.063 1.481
H -0.575 -2.628 2.474
H 4.491 -1.856 -2.313
H 3.875 -3.216 -3.245
H 3.811 -3.289 -1.496
H 2.957 -0.276 -3.561
H 1.203 -0.602 -3.651
H 2.342 -1.597 -4.548
H 1.320 -3.663 -1.475
H 1.353 -3.745 -3.231
H 0.247 -2.629 -2.466

Force components x, y, z for each atom (eV/Å):
Ta 0.20 0.17 0.04
O -0.15 0.09 -0.10
C 0.16 -0.02 0.01
N -0.09 -0.29 0.30
C -0.03 0.06 -0.19
C 0.02 -0.06 0.43
C -0.16 -0.01 -0.16
C -0.01 -0.05 0.01
C 0.00 -0.01 -0.01
C -0.01 0.01 -0.09
N 0.00 0.28 -0.12
C -0.05 -0.03 0.12
C 0.08 0.03 0.00
C 0.02 0.02 0.02
C 0.05 0.01 0.03
C 0.02 -0.05 -0.08
N -0.05 -0.16 -0.20
H 0.02 0.06 -0.03
H 0.02 0.01 0.01
H -0.01 0.02 0.01
H 0.00 0.00 0.01
H 0.01 0.00 0.00
H -0.01 0.02 0.01
H 0.00 0.00 0.00
H 0.00 0.00 0.00
H -0.01 -0.01 0.00
H 0.00 -0.03 0.05
C -0.03 -0.02 0.08
C 0.05 -0.10 -0.13
C -0.02 -0.03 0.04
C 0.04 0.01 0.02
O -0.27 0.18 0.01
P -0.56 0.49 -0.02
O 0.01 -0.11 -0.01
O 0.66 -0.31 -0.01
O 0.18 -0.36 0.05
C -0.04 0.04 -0.05
C -0.03 0.02 -0.03
C -0.06 -0.05 0.00
C 0.02 0.10 -0.07
H 0.00 0.00 0.00
H 0.01 0.01 0.00
H -0.01 0.01 -0.01
H -0.01 0.01 0.00
H 0.00 0.01 -0.02
H 0.00 -0.01 -0.01
H 0.02 -0.02 -0.01
H 0.01 0.00 -0.01
H -0.01 0.03 0.03
H 0.00 0.02 0.03
H 0.00 0.03 -0.03
H 0.00 0.00 0.00
H 0.01 0.00 0.00
H -0.01 0.00 0.00
H -0.01 0.00 -0.01
H 0.00 0.00 0.02
H 0.02 -0.01 0.00
H 0.01 0.00 0.05

Calculated values
Largest force on an atom in eV Å⁻¹: 0.75
HOMO level in hartree: -0.7207
LUMO level in eV: -11.95
ΔE to the lowest compared entry with this formula, charge and spin in kcal/mol: 50.2
Net charge: +3
Electronic energy in Eh: -1716.91657